This record from the OMol25 dataset describes a 3-piece molecular cluster, C5H13NO2S2 overall in a non-equilibrium geometry. The level of theory is ωB97M-V/def2-TZVPD.

Element x y z (Å)
C (2.989, 2.016, -0.375)
C (-1.885, -2.674, 0.657)
C (1.086, -1.043, -1.253)
C (3.396, 1.250, 0.675)
C (-0.757, 0.272, 1.157)
N (-0.602, -0.711, 0.413)
O (-0.668, -1.950, 0.918)
O (-0.213, -0.717, -0.966)
S (-0.274, 1.765, 0.627)
S (-4.108, 1.430, -0.489)
H (2.947, 1.806, -1.434)
H (-4.975, 2.108, 0.258)
H (2.710, 2.974, -0.279)
H (-2.654, -2.109, 1.240)
H (-1.514, -3.696, 1.076)
H (-1.958, -2.671, -0.478)
H (1.816, -0.186, -1.486)
H (1.058, -1.658, -2.258)
H (1.544, -1.776, -0.520)
H (3.384, 1.611, 1.669)
H (3.662, 0.228, 0.544)
H (-0.044, 2.231, 1.890)
H (-4.939, 1.499, -1.588)

Its net charge is 0. Its orbital gap is 8.83 eV. The calculation puts the energy above the lowest of the compared OMol25 structures with the same formula, charge and spin at 130.3 kcal/mol. The LUMO energy is 0.024 hartree. Its HOMO energy is -8.2 eV.

---

This record from the OMol25 dataset describes a 2-piece molecular cluster, C5H13NO3 overall in a non-equilibrium geometry. The level of theory is ωB97M-V/def2-TZVPD.

Element x y z (Å)
C (1.255, 2.229, -0.308)
N (0.391, 1.044, -0.617)
C (0.157, 0.220, 0.594)
C (1.415, -0.721, 0.681)
O (2.007, -1.070, -0.310)
C (-1.175, -0.537, 0.500)
C (-2.325, 0.288, 1.053)
O (-0.974, -1.858, 1.036)
H (1.298, 2.519, 0.752)
H (0.845, 3.111, -0.794)
H (2.179, 2.091, -0.956)
H (0.822, 0.436, -1.311)
H (0.223, 0.788, 1.525)
H (1.760, -1.009, 1.662)
H (-1.325, -0.867, -0.556)
H (-2.686, -0.052, 2.009)
H (-2.099, 1.342, 0.917)
H (-3.039, 0.231, 0.222)
H (-1.046, -1.745, 1.995)
O (1.002, -2.168, -2.903)
H (1.158, -1.764, -2.040)
H (0.154, -2.507, -3.153)

Its net charge is 0. Its orbital gap is 9.58 eV. Its SMILES is CN[C@H](C=O)[C@H](C)O.O. The calculation puts the energy above the lowest of the compared OMol25 structures with the same formula, charge and spin at 64.7 kcal/mol. The LUMO energy is 0.023 hartree. Its HOMO energy is -9.0 eV.

---

This record from the OMol25 dataset describes a 3-piece molecular cluster, C5H13NO3 overall in a non-equilibrium geometry. The level of theory is ωB97M-V/def2-TZVPD.

Element x y z (Å)
C (-0.358, 1.074, -1.512)
C (0.844, -0.824, -0.601)
C (-1.490, 0.377, -2.213)
O (-0.619, 1.924, -0.623)
O (2.183, -0.369, -0.610)
H (0.307, 1.772, 0.583)
H (2.242, 0.383, -0.004)
H (0.606, 1.122, -2.031)
H (0.547, -1.068, -1.621)
H (0.757, -1.789, -0.088)
H (-1.140, -0.423, -2.863)
H (-2.025, 1.113, -2.821)
H (-2.197, -0.031, -1.489)
C (0.846, -0.969, 2.229)
C (0.160, 0.044, 1.361)
N (-1.206, 0.083, 1.418)
O (0.795, 1.208, 1.290)
H (-1.631, 0.810, 0.850)
H (-1.669, -0.812, 1.382)
H (0.836, -0.598, 3.257)
H (1.877, -1.096, 1.908)
H (0.337, -1.931, 2.199)

Its net charge is 0. Its orbital gap is 8.25 eV. The calculation puts the energy above the lowest of the compared OMol25 structures with the same formula, charge and spin at 87.3 kcal/mol. The LUMO energy is 0.025 hartree. Its HOMO energy is -7.6 eV.

---

This record from the OMol25 dataset describes one molecule with the formula C5H13NO3 in a non-equilibrium geometry. The level of theory is ωB97M-V/def2-TZVPD.

Element x y z (Å)
C (3.129, -0.053, 0.389)
C (1.802, -0.783, 0.284)
C (0.567, 0.297, 0.001)
O (0.556, 0.722, -1.320)
C (-0.648, -0.481, 0.389)
O (-0.928, -1.470, -0.559)
C (-1.988, 0.559, 0.386)
N (-2.262, 1.290, -0.822)
O (-3.058, -0.350, 0.618)
H (3.959, -0.758, 0.425)
H (3.162, 0.547, 1.298)
H (3.268, 0.606, -0.467)
H (1.633, -1.398, 1.167)
H (1.797, -1.456, -0.575)
H (0.709, 1.178, 0.630)
H (0.299, -0.046, -1.853)
H (-0.583, -0.869, 1.412)
H (-1.872, -1.688, -0.433)
H (-1.894, 1.261, 1.226)
H (-1.646, 2.089, -0.915)
H (-2.129, 0.705, -1.642)
H (-3.874, 0.097, 0.360)

Its net charge is 0. Its orbital gap is 9.74 eV. Its SMILES is CC[C@@H](O)[C@H](O)[C@@H](N)O. The calculation puts the energy above the lowest of the compared OMol25 structures with the same formula, charge and spin at 30.1 kcal/mol. The LUMO energy is 0.030 hartree. Its HOMO energy is -8.9 eV.

---

This record from the OMol25 dataset describes a 2-piece molecular cluster, C5H13NO3S overall in a non-equilibrium geometry. The level of theory is ωB97M-V/def2-TZVPD.

Element x y z (Å)
C (-1.790, -1.652, 0.346)
C (-0.448, 1.935, 0.343)
C (-0.557, 0.537, -1.504)
C (1.501, -1.290, 0.486)
C (-1.105, -0.413, 0.697)
N (-1.165, 0.800, -0.215)
O (2.188, 0.605, -1.186)
O (2.217, 0.952, 1.229)
O (3.859, -0.700, 0.075)
S (2.561, -0.004, 0.084)
H (-2.815, -1.733, 0.693)
H (-1.236, -2.550, 0.978)
H (-1.677, -1.911, -0.737)
H (0.654, 1.685, 0.639)
H (-0.325, 2.763, -0.337)
H (-0.795, 2.283, 1.250)
H (-0.926, 1.316, -2.207)
H (0.524, 0.489, -1.508)
H (-1.028, -0.419, -1.771)
H (1.498, -1.305, 1.551)
H (1.693, -2.087, -0.150)
H (-0.648, -0.176, 1.574)
H (-2.179, 0.876, -0.330)

Its net charge is 0. Its orbital gap (spin up / spin down) is 7.94 / 8.51 eV. The calculation puts the energy above the lowest of the compared OMol25 structures with the same formula, charge and spin at 130.7 kcal/mol. The LUMO energy (spin up / spin down) is -0.032 / -0.016 hartree. Its HOMO energy (spin up / spin down) is -8.8 / -9.0 eV.

---

This record from the OMol25 dataset describes a 3-piece molecular cluster, C5H13NO4 overall in a non-equilibrium geometry. The level of theory is ωB97M-V/def2-TZVPD.

Element x y z (Å)
C (0.540, -2.138, -0.003)
C (-0.304, -1.312, -0.928)
O (-0.947, -1.810, -1.827)
N (-0.319, 0.043, -0.717)
C (0.190, 0.793, 0.442)
C (1.699, 1.076, 0.292)
C (-0.637, 2.068, 0.446)
O (-1.736, 2.120, 0.934)
H (1.587, -2.188, -0.288)
H (0.036, -3.103, 0.043)
H (0.524, -1.679, 0.992)
H (-0.963, 0.521, -1.328)
H (-0.002, 0.206, 1.335)
H (2.231, 0.191, 0.626)
H (1.855, 1.192, -0.771)
H (2.034, 1.897, 0.929)
H (-0.197, 2.935, -0.083)
O (-1.977, 0.408, 3.114)
H (-1.613, 1.182, 3.547)
H (-2.208, 0.689, 2.217)
O (2.856, -1.167, -2.083)
H (2.302, -0.398, -2.305)
H (2.599, -1.751, -2.811)

Its net charge is 0. Its orbital gap is 10.16 eV. Its SMILES is CC(=O)N[C@@H](C)C=O.O.O. The calculation puts the energy above the lowest of the compared OMol25 structures with the same formula, charge and spin at 8.9 kcal/mol. The LUMO energy is 0.007 hartree. Its HOMO energy is -10.0 eV.

---

This record from the OMol25 dataset describes a 2-piece molecular cluster, C5H13NO8P2 overall in a non-equilibrium geometry. The level of theory is ωB97M-V/def2-TZVPD.

Element x y z (Å)
O (2.213, 1.312, -0.393)
C (2.100, 0.181, 0.338)
O (2.160, -1.130, -0.325)
C (0.927, -1.911, -0.144)
C (0.391, -2.022, 1.401)
P (-1.222, -3.102, 1.570)
O (-1.774, -2.731, 3.217)
C (-2.474, -2.461, 0.267)
P (-3.021, -0.630, 0.566)
O (-1.951, 0.397, -0.018)
O (-3.485, -0.300, 2.220)
O (-4.503, -0.428, -0.391)
H (1.921, 0.343, 1.498)
H (0.048, -1.507, -0.834)
H (1.167, -3.003, -0.560)
H (0.092, -0.978, 1.889)
H (1.166, -2.531, 2.129)
H (-1.040, -2.162, 3.642)
H (-1.985, -2.504, -0.804)
H (-3.448, -3.109, 0.366)
H (-2.648, -0.213, 2.773)
H (-4.213, -0.650, -1.341)
C (2.560, 3.844, -1.918)
N (3.096, 4.568, -3.102)
O (2.333, 4.725, -4.063)
O (4.267, 4.959, -3.034)
H (1.524, 3.560, -2.117)
H (3.180, 2.958, -1.766)
H (2.618, 4.521, -1.064)

Its net charge is 0. Its orbital gap is 9.21 eV. Its SMILES is O=COCCP(O)CP(=O)(O)O.C[N+](=O)[O-]. The LUMO energy is -0.009 hartree. Its HOMO energy is -9.5 eV.

---

This record from the OMol25 dataset describes a 2-piece molecular cluster, C5H13NOP overall in a non-equilibrium geometry. The level of theory is ωB97M-V/def2-TZVPD.

Element x y z (Å)
C (0.604, 1.055, 0.390)
C (0.855, -0.244, 0.517)
C (1.038, 2.055, -0.678)
C (-2.009, -1.212, -0.460)
C (-1.631, -2.365, -1.039)
N (-0.537, 1.641, 1.149)
O (0.298, -0.854, 1.530)
P (1.908, -1.419, -0.510)
H (1.621, 2.751, -0.177)
H (0.054, 2.452, -1.000)
H (1.577, 1.525, -1.453)
H (-1.607, -0.279, -0.792)
H (-2.500, -1.080, 0.520)
H (2.360, -0.304, -1.235)
H (-2.251, -3.220, -0.901)
H (-0.843, -2.271, -1.766)
H (-0.605, 2.602, 0.967)
H (-0.417, 1.457, 2.218)
H (-1.368, 1.002, 0.919)
H (0.391, -1.876, 1.591)
H (3.060, -1.417, 0.210)

Its net charge is +1. Its orbital gap is 9.80 eV. The calculation puts the energy above the lowest of the compared OMol25 structures with the same formula, charge and spin at 64.8 kcal/mol. The LUMO energy is -0.125 hartree. Its HOMO energy is -13.2 eV.

---

This record from the OMol25 dataset describes a 2-piece molecular cluster, C5H13NOS overall in a non-equilibrium geometry. The level of theory is ωB97M-V/def2-TZVPD.

Element x y z (Å)
C (-1.760, -0.869, 1.274)
C (-1.613, 1.482, 0.153)
C (1.905, -1.533, -0.074)
C (2.096, 1.125, -1.027)
C (-1.134, 0.015, 0.235)
N (0.623, 0.594, 1.344)
O (3.066, 0.429, 1.182)
S (1.791, 0.214, 0.512)
H (-1.195, -0.646, 2.266)
H (-2.726, -0.531, 1.304)
H (-1.554, -1.887, 0.998)
H (-2.660, 1.637, 0.184)
H (-1.406, 2.022, -0.721)
H (-1.146, 2.156, 0.998)
H (1.352, -2.215, 0.636)
H (1.764, -1.623, -1.051)
H (2.913, -1.838, 0.037)
H (2.434, 0.459, -1.686)
H (1.262, 1.625, -1.465)
H (2.856, 1.796, -0.860)
H (-0.752, -0.336, -0.658)

Its net charge is 0. Its orbital gap is 9.11 eV. The calculation puts the energy above the lowest of the compared OMol25 structures with the same formula, charge and spin at 140.4 kcal/mol. The LUMO energy is 0.009 hartree. Its HOMO energy is -8.9 eV.

---

This record from the OMol25 dataset describes a 3-piece molecular cluster, C5H13NOS overall in a non-equilibrium geometry. The level of theory is ωB97M-V/def2-TZVPD.

Element x y z (Å)
C (1.607, 1.887, -0.826)
N (1.030, 0.538, -0.667)
C (-0.119, 0.455, 0.104)
C (-1.056, -0.732, -0.097)
C (-1.428, 0.569, -0.773)
S (-4.152, -0.325, 0.181)
C (1.720, -1.537, 1.539)
O (1.547, -1.795, 0.159)
H (0.943, 2.560, -1.372)
H (1.986, 2.303, 0.106)
H (2.467, 1.730, -1.482)
H (1.368, -0.859, -0.334)
H (-0.224, 0.921, 1.088)
H (-0.919, -1.514, -0.803)
H (-1.814, -0.974, 0.635)
H (-2.103, 1.255, -0.305)
H (-1.481, 0.495, -1.829)
H (-4.612, -0.535, -1.062)
H (2.536, -2.105, 1.969)
H (1.909, -0.464, 1.746)
H (0.794, -1.875, 2.026)

Its net charge is +1. Its orbital gap (spin up / spin down) is 6.90 / 4.29 eV. As for the expectation value of S²: 1.4484. As for the spin multiplicity: 2. The calculation puts the energy above the lowest of the compared OMol25 structures with the same formula, charge and spin at 148.3 kcal/mol. The LUMO energy (spin up / spin down) is -0.238 / -0.312 hartree. Its HOMO energy (spin up / spin down) is -13.4 / -12.8 eV.

---

This record from the OMol25 dataset describes a 2-piece molecular cluster, C5H13NOS overall in a non-equilibrium geometry. The level of theory is ωB97M-V/def2-TZVPD.

Element x y z (Å)
C (0.115, 0.992, -1.312)
C (-0.670, 2.231, -1.713)
S (-1.758, 2.797, -0.411)
C (-0.837, -0.217, -1.094)
N (-0.166, -1.287, -0.482)
C (0.264, -1.378, 0.867)
C (1.745, -1.753, 0.942)
O (2.112, -1.656, 2.288)
H (0.860, 0.709, -2.060)
H (0.679, 1.189, -0.399)
H (-1.036, 2.218, -2.734)
H (0.098, 3.020, -1.674)
H (-2.334, 1.017, 2.035)
H (-3.012, 1.246, 1.862)
H (-1.568, 0.138, -0.344)
H (-1.302, -0.541, -2.027)
H (0.110, -0.446, 1.429)
H (-0.346, -2.146, 1.359)
H (1.943, -2.789, 0.659)
H (2.290, -1.088, 0.264)
H (2.814, -2.257, 2.547)

Its net charge is +1. Its orbital gap (spin up / spin down) is 7.20 / 5.02 eV. As for the expectation value of S²: 1.7373. As for the spin multiplicity: 2. The calculation puts the energy above the lowest of the compared OMol25 structures with the same formula, charge and spin at 118.7 kcal/mol. The LUMO energy (spin up / spin down) is -0.206 / -0.300 hartree. Its HOMO energy (spin up / spin down) is -12.8 / -13.2 eV.

---

This record from the OMol25 dataset describes an isolated ion of composition C5H13NP and charge +1 in a non-equilibrium geometry. The level of theory is ωB97M-V/def2-TZVPD.

Element x y z (Å)
C (0.869, 0.786, -0.908)
C (2.216, 0.163, -0.775)
C (-0.662, -1.918, -0.233)
C (-1.895, 0.685, -0.129)
C (0.053, -0.013, 1.960)
N (0.672, 1.858, -1.590)
P (-0.365, -0.176, 0.218)
H (2.481, 0.242, 0.296)
H (2.061, -0.905, -1.325)
H (2.875, 0.829, -1.445)
H (-1.544, -2.124, 0.244)
H (0.080, -2.573, 0.115)
H (-0.472, -2.012, -1.222)
H (-2.820, 0.064, 0.125)
H (-1.974, 1.004, -1.144)
H (-1.938, 1.775, 0.384)
H (1.057, -0.471, 2.337)
H (-0.811, -0.543, 2.560)
H (0.358, 1.036, 2.213)
H (-0.241, 2.294, -1.679)

Its net charge is +1. Its orbital gap is 10.67 eV. The calculation puts the energy above the lowest of the compared OMol25 structures with the same formula, charge and spin at 26.4 kcal/mol. The LUMO energy is -0.126 hartree. Its HOMO energy is -14.1 eV.